1.
Formula: C31H35BIrN8OS4
Source: the Open Molecules 2025 dataset
Level of theory: ωB97M-V with the def2-TZVPD basis set

The value obtained for the LUMO energy (spin up / spin down) is -4.686 / -7.772 eV. The total charge is +2. As for the spin multiplicity: 6.

Each line ends with the Löwdin spin population.
Atoms and positions in Å:
Ir -1.113 -0.828 0.058  2.36
N -3.354 -1.460 0.491  0.07
C -3.592 -1.834 1.856  0.01
C -4.817 -2.284 2.287  0.00
C -5.015 -2.674 3.619  0.00
C -3.989 -2.609 4.522  0.00
C -2.722 -2.141 4.123  0.00
C -1.630 -2.051 5.008  0.00
C -0.431 -1.568 4.556  0.00
C -0.321 -1.196 3.210  0.01
N -1.314 -1.284 2.354  0.09
C -2.519 -1.740 2.774  0.01
H -3.917 -0.643 0.251  0.00
H -3.661 -2.211 -0.130  0.00
H -5.639 -2.354 1.588  0.00
H -5.985 -3.037 3.918  0.00
H -4.127 -2.925 5.544  0.00
H -1.753 -2.366 6.032  0.00
H 0.425 -1.483 5.206  0.00
H 0.614 -0.811 2.833  0.00
C -0.628 4.168 -2.905  0.01
N -0.099 3.913 -1.594  0.04
C 0.613 4.786 -0.826  0.04
C 0.919 4.136 0.327  0.04
N 0.405 2.875 0.269  0.03
B 0.577 1.857 1.414  0.04
N -0.478 2.153 2.495  0.02
C -0.254 2.534 3.785  0.01
C -1.445 2.572 4.441  0.01
N -2.409 2.218 3.538  0.02
C -3.822 2.075 3.764  0.01
C -1.797 1.966 2.359  0.04
S -2.633 1.490 0.965  0.31
C -0.211 2.747 -0.916  0.03
S -1.040 1.420 -1.604  0.60
H -0.460 5.211 -3.162  0.00
H -1.699 3.964 -2.915  0.00
H -0.147 3.528 -3.647  0.00
H 0.856 5.778 -1.146  0.00
H 1.472 4.471 1.178  0.00
H 1.661 1.959 1.879  0.00
H 0.330 0.752 0.968  0.02
H 0.733 2.747 4.140  0.00
H -1.678 2.815 5.458  0.00
H -4.076 2.457 4.750  0.00
H -4.111 1.022 3.693  0.00
H -4.375 2.636 3.008  0.00
C 7.370 2.912 -2.131  0.00
C 7.713 1.972 -1.040  0.01
O 8.028 2.193 0.074  0.00
S 7.636 0.159 -1.612  0.13
C 5.997 -0.272 -1.185  0.10
C 5.537 -1.511 -1.657  0.01
C 4.239 -1.897 -1.445  0.05
C 3.360 -1.062 -0.736  0.07
C 3.851 0.142 -0.195  0.06
C 5.144 0.539 -0.426  0.01
C 1.994 -1.333 -0.595  0.22
C 0.772 -1.398 -0.485  0.27
H 6.865 3.782 -1.709  0.00
H 6.767 2.445 -2.906  0.00
H 8.302 3.263 -2.583  0.00
H 6.209 -2.144 -2.214  0.00
H 3.887 -2.844 -1.818  0.00
H 3.185 0.749 0.400  0.00
H 5.501 1.465 -0.003  0.00
C -2.327 -5.023 -4.097  0.01
N -1.763 -3.714 -4.270  0.01
C -1.445 -3.219 -5.599  0.00
C -0.934 -1.791 -5.336  0.00
N -1.062 -1.673 -3.892  0.00
C -1.557 -2.787 -3.342  0.02
S -1.930 -2.987 -1.711  0.17
H -3.343 -5.061 -4.499  0.00
H -2.353 -5.278 -3.039  0.00
H -1.712 -5.751 -4.630  0.00
H -2.343 -3.230 -6.221  0.00
H -0.698 -3.864 -6.069  0.00
H -1.544 -1.031 -5.832  0.00
H 0.103 -1.650 -5.649  0.00
H -0.793 -0.855 -3.369  0.00

---

2.
Formula: C31H35BO2S2
Source: the Open Molecules 2025 dataset
Level of theory: ωB97M-V with the def2-TZVPD basis set

The value obtained for the LUMO energy is 0.318 eV. For the energy above the lowest of the compared OMol25 structures with the same formula, charge and spin, the calculation gives 0.0 kJ/mol. Its structure (SMILES) is CC1(C)OB([C@H](/C=C/c2ccccc2)c2ccccc2)OC1(C)C.Cc1ccc(-c2ccc(C)s2)s1.

Each line ends with the Löwdin charge.
Atoms and positions in Å:
C 5.345 3.831 3.485  -0.11
C 4.103 3.310 2.843  -0.61
C 3.966 2.865 1.532  -0.15
C 2.621 2.758 1.086  -0.11
C 1.695 3.074 2.099  -0.52
B 0.492 -1.723 2.833  -0.59
C 0.345 3.417 2.084  -0.54
C -0.606 3.281 1.075  -0.09
C -1.865 3.743 1.501  -0.16
C -1.851 4.382 2.725  -0.62
C -3.021 5.107 3.258  -0.10
S -0.348 4.225 3.496  1.05
O 1.018 -2.200 1.677  0.15
C 2.421 -2.451 1.940  -0.44
C 2.688 -3.897 1.557  -0.01
C 3.225 -1.574 0.991  -0.01
C 2.604 -2.107 3.482  -0.43
C 2.885 -3.295 4.384  -0.02
C 3.634 -1.026 3.783  -0.01
O 1.294 -1.644 3.920  0.15
S 2.570 3.417 3.608  1.03
H 6.171 3.858 2.764  0.08
H 5.160 4.859 3.838  0.08
H 5.635 3.209 4.343  0.08
H 4.847 2.655 0.931  0.11
H 2.330 2.426 0.087  0.11
H -0.385 2.851 0.102  0.12
H -2.801 3.650 0.962  0.11
H -3.325 5.867 2.524  0.09
H -3.858 4.419 3.418  0.06
H -2.785 5.563 4.218  0.07
H 3.748 -4.157 1.719  0.10
H 2.040 -4.578 2.126  0.09
H 2.432 -4.001 0.493  0.10
H 4.297 -1.790 1.117  0.10
H 2.931 -1.811 -0.040  0.10
H 3.041 -0.505 1.150  0.08
H 3.829 -3.795 4.142  0.09
H 2.940 -2.927 5.416  0.10
H 2.070 -4.025 4.333  0.10
H 4.633 -1.406 3.520  0.10
H 3.456 -0.084 3.248  0.08
H 3.632 -0.786 4.854  0.10
C -0.998 -0.704 2.873  -0.05
C -1.935 0.474 2.862  -0.19
C -2.343 1.009 4.107  -0.04
C -3.612 1.571 4.250  -0.09
C -4.450 1.740 3.139  -0.11
C -4.010 1.307 1.882  -0.10
C -2.741 0.745 1.734  -0.08
C -1.662 -1.855 2.166  -0.04
C -1.546 -3.187 2.528  -0.07
C -1.624 -4.291 1.599  -0.22
C -1.267 -5.609 1.998  -0.05
C -1.137 -6.632 1.066  -0.10
C -1.380 -6.384 -0.292  -0.10
C -1.782 -5.106 -0.698  -0.09
C -1.965 -4.089 0.237  -0.03
H -0.867 -0.895 3.959  0.13
H -1.701 0.853 4.981  0.12
H -3.949 1.896 5.236  0.11
H -5.432 2.210 3.242  0.10
H -4.651 1.417 1.002  0.11
H -2.392 0.390 0.758  0.12
H -2.280 -1.612 1.302  0.10
H -1.344 -3.454 3.571  0.13
H -1.083 -5.795 3.057  0.11
H -0.849 -7.631 1.392  0.10
H -1.258 -7.182 -1.022  0.10
H -1.964 -4.904 -1.754  0.10
H -2.348 -3.116 -0.073  0.10